The following is a DFT calculation (the ωB97M-V functional and the def2-TZVPD basis) of C24H27BeNOSi as an isolated structure in a non-equilibrium geometry.

- E_HOMO (Eh) = -0.23167
- E_tot (a.u.) = -1364.94669
- ΔE to the lowest compared entry with this formula, charge and spin (kJ/mol) = 0.0
- LUMO energy (eV) = -0.4
- strongest force on any atom (eV/Å) = 1.922
- gap between HOMO and LUMO (eV) = 5.930

Last column: Mulliken charge in e.
CARTESIAN COORDINATES (ANGSTROEM)
C1 1.46939 -2.80467 0.61836  -1.200
C2 0.82731 -2.49939 -0.60240  -0.538
C3 1.78572 -1.93122 -1.47261  -0.555
H1 -0.20907 -2.66107 -0.84228  0.781
C4 3.02280 -1.88906 -0.78740  -0.901
C5 2.83091 -2.42709 0.50452  -0.524
H2 3.58479 -2.53420 1.26672  0.556
H3 1.00552 -3.24360 1.48617  0.738
H4 1.58802 -1.57357 -2.46837  0.669
H5 3.95086 -1.50757 -1.18009  0.696
Be1 1.55371 -0.54587 0.31841  0.206
C6 -3.15359 4.02581 -1.50575  -0.748
H6 -2.12818 4.19661 -1.82130  0.220
H7 -3.67861 3.46139 -2.27103  0.240
H8 -3.15751 3.46487 -0.57545  -0.004
Si1 -0.65277 0.51978 -0.25286  0.192
C7 -2.09909 0.04013 0.88425  0.270
C8 -2.38313 -1.30345 1.14698  0.122
H9 -1.77746 -2.07223 0.68284  0.337
C9 -3.40750 -1.67762 2.00507  -0.890
H10 -3.60755 -2.72676 2.18573  0.411
C10 -4.17003 -0.70639 2.64066  -0.422
H11 -4.96452 -0.99295 3.31798  0.369
C11 -3.90746 0.63463 2.39680  -0.618
H12 -4.50126 1.39879 2.88318  0.384
C12 -2.89025 0.99773 1.52390  -0.524
H13 -2.70423 2.04880 1.33712  0.275
C13 -1.20475 0.02042 -2.00488  0.430
C14 -2.47555 -0.49683 -2.26773  -0.357
H14 -3.21052 -0.53437 -1.47329  0.338
C15 -2.82510 -0.95668 -3.53147  -0.627
H15 -3.81915 -1.35068 -3.70424  0.394
C16 -1.91088 -0.90169 -4.57303  -0.477
H16 -2.18154 -1.25789 -5.55891  0.365
C17 -0.64163 -0.38822 -4.33648  -0.413
H17 0.08024 -0.33649 -5.14272  0.400
C18 -0.29815 0.05801 -3.06971  -0.655
H18 0.70226 0.43997 -2.90455  0.519
H19 -0.76374 2.03157 -0.26478  -0.459
H20 -3.64987 4.98036 -1.35516  0.339
O1 0.85021 -0.46034 1.97220  -0.332
C19 1.83481 -0.11612 2.92051  -0.578
C20 2.96641 0.52178 2.20835  0.556
C21 4.01912 1.16320 2.86659  -0.927
C22 5.02556 1.75799 2.10178  -0.265
C23 4.96301 1.70393 0.70343  -0.899
C24 3.89493 1.03829 0.09052  -0.067
N1 2.93543 0.46099 0.86294  0.296
H21 0.39527 -1.28166 2.28366  0.244
H22 1.39007 0.62599 3.61686  0.434
H23 2.20599 -1.00154 3.48486  0.360
H24 4.05400 1.20628 3.94807  0.467
H25 5.85113 2.25968 2.59004  0.416
H26 5.74118 2.15887 0.10489  0.400
H27 3.84444 0.96333 -0.98690  0.557

=====

The following is a DFT calculation (the ωB97M-V functional and the def2-TZVPD basis) of C24H27BrLaN2O4 as an isolated structure in a non-equilibrium geometry.

- charge = -1
- E_HOMO (Eh) = -0.15390
- E_tot (a.u.) = -3946.79867
- ΔE to the lowest compared entry with this formula, charge and spin (kJ/mol) = 297.0
- LUMO energy (eV) = 2.4
- strongest force on any atom (eV/Å) = 11.820
- gap between HOMO and LUMO (eV) = 6.592

Last column: Mulliken charge in e.
CARTESIAN COORDINATES (ANGSTROEM)
La1 0.53488 0.31033 0.45030  1.034
C1 0.23185 2.98050 -1.15720  0.099
C2 0.47934 2.28212 -2.35769  0.783
C3 1.68158 1.56739 -2.21557  -0.027
C4 2.18705 1.79162 -0.91082  1.234
C5 1.27424 2.68950 -0.24950  0.755
C6 1.64075 3.49793 0.97731  -1.397
C7 3.64010 1.68163 -0.50399  -1.674
C8 2.30826 0.67023 -3.24660  -1.833
C9 -0.40599 2.27592 -3.57219  -1.712
C10 -0.93313 3.88823 -0.86691  -1.483
H1 1.68811 2.89968 1.89352  0.204
H2 0.91689 4.29739 1.13877  0.460
H3 2.62482 3.95556 0.83364  0.271
H4 3.75095 1.61364 0.58082  0.365
H5 4.18212 2.57517 -0.83914  0.237
H6 4.12834 0.81441 -0.95006  0.492
H7 1.97406 -0.36629 -3.13739  0.167
H8 3.39741 0.68023 -3.16662  0.397
H9 2.04464 0.98980 -4.25610  0.426
H10 -1.16394 1.48801 -3.51777  0.205
H11 0.17648 2.10892 -4.47993  0.411
H12 -0.92497 3.22894 -3.68939  0.422
H13 -1.58775 3.47357 -0.09582  0.003
H14 -1.53652 4.04557 -1.76080  0.412
H15 -0.59229 4.86668 -0.51656  0.344
Br1 3.81705 -1.47401 1.02574  -0.116
C11 2.33305 -2.63080 0.83595  0.332
C12 2.38039 -3.92393 1.31916  -0.700
C13 1.24556 -4.70484 1.14907  -0.332
C14 0.13671 -4.16657 0.51850  -0.690
C15 0.19811 -2.86326 0.05474  0.473
N1 1.29681 -2.10829 0.20200  -0.101
C16 -1.00806 -2.20146 -0.66182  0.327
O1 -1.94066 -2.93928 -0.95400  -0.748
O2 -0.86649 -0.95907 -0.87194  -0.609
H16 3.26930 -4.29618 1.80591  0.418
H17 1.23388 -5.72494 1.51166  0.415
H18 -0.78050 -4.71673 0.36527  0.502
C17 -3.39024 1.06122 1.86491  -1.065
C18 -2.90906 0.69950 3.24270  0.954
C19 -3.73783 0.81663 4.34252  -0.673
C20 -3.30411 0.46814 5.61452  -0.879
C21 -2.00816 0.00320 5.76581  -0.764
C22 -1.13216 -0.12656 4.69359  0.953
C23 0.26689 -0.62170 4.97014  -1.138
C24 -1.58546 0.21977 3.39911  -0.028
N2 -0.87749 0.15949 2.22368  0.314
H19 -4.44665 1.33179 1.88420  0.378
H20 -3.24899 0.22713 1.17396  0.219
H21 -2.82313 1.90551 1.46120  -0.056
H22 -4.74967 1.18365 4.20329  0.325
H23 -3.95914 0.55837 6.47233  0.360
H24 -1.64642 -0.25793 6.75529  0.317
H25 0.46000 -0.60023 6.04454  0.379
H26 1.02053 -0.01349 4.47244  0.172
H27 0.40194 -1.64877 4.62423  0.201
O3 0.31346 -0.58929 2.26923  -0.190
O4 1.49513 0.25726 2.22850  -0.545

=====

The following is a DFT calculation (the ωB97M-V functional and the def2-TZVPD basis) of C24H27F12O13Zr as an isolated structure in a non-equilibrium geometry.

- charge = +1
- E_HOMO (Eh) = -0.36776
- E_tot (a.u.) = -3153.41221
- ΔE to the lowest compared entry with this formula, charge and spin (kJ/mol) = 1892.2
- LUMO energy (eV) = -7.5
- strongest force on any atom (eV/Å) = 6.867
- gap between HOMO and LUMO (eV) = 2.529

Last column: Mulliken charge in e.
CARTESIAN COORDINATES (ANGSTROEM)
Zr1 1.34838 10.57694 8.06689  1.326
C1 -3.99040 13.15930 8.39824  -0.258
C2 -2.81567 12.56003 8.95106  0.380
C3 -1.96587 13.39355 9.95180  0.368
O1 -0.81431 13.00404 10.02821  -0.496
C4 -2.61445 14.53965 10.58173  -0.228
C5 -3.78940 15.01890 10.12502  0.269
C6 -4.49757 14.29790 8.99515  0.405
O2 -5.40342 14.85747 8.22066  -0.463
O3 -4.23062 16.11191 10.67468  -0.482
O4 -2.18592 11.61938 8.43804  -0.511
H1 -4.36415 12.78241 7.45767  0.536
H2 -2.04872 15.04861 11.34811  0.499
C7 1.56654 6.35832 12.87412  -0.915
C8 0.83457 7.58242 12.29020  -0.173
O5 1.40393 8.29731 11.27300  -0.543
H3 1.63254 5.54144 12.15548  0.229
H4 1.07905 5.95807 13.76308  0.341
H5 2.55891 6.70736 13.15958  0.264
H6 0.73462 8.15382 13.21303  0.230
H7 -0.19793 7.32043 12.05908  0.222
C9 2.95442 -1.51246 7.19531  -1.235
C10 4.12265 -0.58955 7.29016  -0.132
O6 4.08865 0.21364 8.49158  -0.220
C11 5.14047 0.83762 8.85081  0.423
O7 6.13781 0.98252 8.12734  -0.555
C12 4.99644 1.56438 10.19223  0.836
F1 5.59103 0.96256 11.17470  -0.239
F2 5.56879 2.82156 10.15611  -0.254
F3 3.70919 1.73671 10.56873  -0.236
H8 2.92394 -2.13765 6.30295  0.412
H9 2.06235 -0.95736 6.90520  0.306
H10 2.90000 -2.19778 8.04117  0.330
H11 3.98485 0.06490 6.42946  0.250
H12 5.00604 -1.21942 7.18537  0.313
C13 -5.02574 6.20331 15.01579  -1.066
C14 -4.73692 7.09816 13.78976  -0.319
O8 -5.90144 7.46848 13.03664  -0.227
C15 -5.96684 8.65570 12.50277  0.457
O9 -5.04309 9.51719 12.56063  -0.619
C16 -7.26959 8.82612 11.69830  0.845
F4 -7.71273 10.08806 11.92830  -0.240
F5 -6.95940 8.68033 10.41788  -0.225
F6 -8.22931 7.95079 12.05492  -0.223
H13 -4.08769 6.16612 15.56967  0.353
H14 -5.34876 5.18745 14.78823  0.291
H15 -5.83513 6.62859 15.60920  0.307
H16 -4.00020 6.69920 13.09249  0.331
H17 -4.09126 7.90652 14.13296  0.331
C17 -3.93264 6.87121 5.35494  -1.154
C18 -3.28638 6.15917 6.51754  -0.128
O10 -2.07528 5.55141 5.98546  -0.263
C19 -0.76929 5.96909 6.18029  0.397
O11 -0.47571 7.06047 6.66138  -0.587
C20 0.30563 4.90411 5.59338  0.877
F7 -0.21583 3.82068 5.43434  -0.186
F8 0.81511 5.35187 4.43492  -0.251
F9 1.28026 4.85552 6.51753  -0.243
H18 -4.34995 6.26325 4.55223  0.325
H19 -3.17230 7.37503 4.75817  0.318
H20 -4.60497 7.69129 5.60701  0.348
H21 -4.06520 5.47265 6.84953  0.236
H22 -3.12926 6.85835 7.33885  0.316
C21 6.52393 11.22203 13.96955  -1.141
C22 6.33929 11.44792 12.46188  -0.146
O12 6.01842 12.83846 12.21582  -0.239
C23 5.18230 13.15280 11.24983  0.439
O13 4.46673 12.37073 10.57948  -0.601
C24 5.00297 14.70304 11.23196  0.858
F10 3.82096 15.14398 10.68458  -0.249
F11 4.94682 15.16259 12.45376  -0.233
F12 6.01738 15.28945 10.59160  -0.237
H23 7.17536 10.35084 14.03860  0.352
H24 5.66508 10.94653 14.58157  0.321
H25 7.03434 12.05613 14.45106  0.324
H26 5.48003 10.82680 12.20891  0.266
H27 7.29567 11.14986 12.03222  0.287